# 1
Entry from the Open Molecules 2025 dataset: a structure of composition C3H5FeO4 in a non-equilibrium geometry (ωB97M-V/def2-TZVPD).

Geometry as XYZ:
```
13
Properties=species:S:1:pos:R:3:forces:R:3
C -0.575 2.122 -0.532 -0.486 -0.343 0.118
C 0.699 1.651 -1.151 0.152 2.362 0.288
O 0.912 0.349 -1.337 -0.168 -1.891 -0.082
Fe 0.636 -1.291 -0.720 0.035 -0.491 0.316
H -0.383 2.909 0.211 0.000 -0.184 -0.277
H -1.269 2.522 -1.291 0.187 -0.059 0.219
H -1.111 1.297 -0.020 0.262 0.331 -0.205
H 0.156 -1.091 2.127 0.271 -0.812 -0.786
H 1.534 2.346 -1.332 -0.255 -0.685 0.020
O 0.417 -1.565 1.290 0.448 2.039 0.454
C -0.201 -2.798 1.035 -2.260 -2.805 3.659
O -0.111 -3.020 -0.215 0.717 1.161 -1.930
O -0.705 -3.431 1.935 1.097 1.378 -1.794
```
Forces are in eV/Å.

Results
Energy in eV: -45758.1000
HOMO energy (spin up / spin down) in hartree: -0.43903 / -0.57055
Net charge: +1
Expectation value of S²: 12.019
Relative energy (zero: lowest compared OMol25 entry of this formula, charge and spin) in kcal per mole: 0.00
Multiplicity: 7
Kohn-Sham gap (spin up / spin down) in eV: 7.003 / 7.029
Maximum force in eV Å⁻¹: 5.13

Results of the natural (NBO) charge analysis, in e, for atoms 1 through 5: C -0.688; C 0.111; O -0.680; Fe 1.919; H 0.261

# 2
Entry from the Open Molecules 2025 dataset: a structure of composition C3H5GdO3 in a non-equilibrium geometry (ωB97M-V/def2-TZVPD).

Geometry as XYZ:
```
12
Properties=species:S:1:pos:R:3:forces:R:3
H 0.501 1.231 -1.430 1.039 -3.241 -1.043
C -0.963 1.120 -0.642 -2.248 -0.344 5.081
C 0.054 0.110 -1.081 0.509 4.045 -1.265
O 0.814 -0.309 -0.002 0.424 -0.746 1.284
C 1.273 -1.565 0.170 -0.712 0.733 -0.273
O 1.072 -1.704 1.460 0.635 -0.327 0.413
H -1.316 1.827 -1.413 0.141 0.640 0.570
H -0.315 -0.716 -1.697 0.466 0.571 -0.675
H 1.471 -2.506 1.834 0.332 -0.987 0.210
Gd 0.303 0.411 2.354 -0.637 0.969 -0.017
O -0.962 1.491 0.853 1.099 -0.730 -4.130
H -1.933 0.610 -0.406 -1.048 -0.582 -0.154
```
Forces are in eV/Å.

Results
Energy in eV: -30127.4171
HOMO energy (spin up / spin down) in hartree: -0.89377 / -0.87484
Net charge: +3
Expectation value of S²: 20.403
Relative energy (zero: lowest compared OMol25 entry of this formula, charge and spin) in kcal per mole: 62.24
Multiplicity: 9
Kohn-Sham gap (spin up / spin down) in eV: 9.535 / 5.527
Maximum force in eV Å⁻¹: 5.57

Results of the Löwdin charge analysis, in e, for atoms 1 through 5: H 0.274; C -0.073; C -0.053; O -0.149; C 0.142

# 3
Entry from the Open Molecules 2025 dataset: an isolated molecule of C3H5I in a non-equilibrium geometry (ωB97M-V/def2-TZVPD).

Geometry as XYZ:
```
9
Properties=species:S:1:pos:R:3:forces:R:3
C 0.126 -0.618 0.216 -0.883 0.090 0.451
C 1.164 0.001 -0.686 -1.502 0.431 0.457
C -1.285 0.120 0.372 2.388 0.199 -0.831
I -1.397 1.684 1.746 -0.027 -0.310 -0.133
H -0.115 -1.621 -0.142 0.027 -0.043 0.064
H 0.524 -0.703 1.228 0.038 -0.130 0.003
H 1.532 0.982 -0.430 0.210 0.080 0.105
H 1.184 -0.254 -1.731 0.082 -0.184 -0.178
H -1.734 0.409 -0.573 -0.333 -0.134 0.062
```
Forces are in eV/Å.

Results
Energy in eV: -11288.8302
HOMO energy (spin up / spin down) in hartree: -0.31907 / -0.31010
Relative energy (zero: lowest compared OMol25 entry of this formula, charge and spin) in kcal per mole: 73.76
Kohn-Sham gap (spin up / spin down) in eV: 8.172 / 8.281
Maximum force in eV Å⁻¹: 2.54

Results of the natural (NBO) charge analysis, in e, for atoms 1 through 5: C -0.560; C -0.248; C -0.272; I 0.133; H 0.221

# 4
Entry from the Open Molecules 2025 dataset: a structure of composition C3H5I3N in a non-equilibrium geometry (ωB97M-V/def2-TZVPD).

Geometry as XYZ:
```
12
Properties=species:S:1:pos:R:3:forces:R:3
C -0.440 1.567 1.251 -0.690 2.082 0.476
C -0.435 0.280 1.062 0.692 -1.897 -4.293
C -0.404 -0.257 -0.781 -0.798 1.746 3.010
N 0.766 -1.207 -0.960 1.884 1.623 -1.621
I -0.242 2.340 3.238 -0.140 -0.205 -1.058
I -0.074 -1.339 2.299 -0.151 0.271 -0.133
I -0.287 1.347 -2.193 0.342 -0.199 0.362
H -0.673 2.334 0.431 0.606 -1.268 1.358
H -1.403 -0.662 -1.106 1.464 -0.566 0.837
H 1.832 -0.870 -0.794 -3.292 -0.332 -0.155
H 0.650 -2.072 -0.498 -0.312 -1.269 1.436
H 0.711 -1.460 -1.949 0.395 0.014 -0.217
```
Forces are in eV/Å.

Results
Energy in eV: -28974.4085
HOMO energy in hartree: -0.46294
Net charge: +1
Relative energy (zero: lowest compared OMol25 entry of this formula, charge and spin) in kcal per mole: 18.98
Kohn-Sham gap in eV: 8.618
Maximum force in eV Å⁻¹: 4.74

Results of the natural (NBO) charge analysis, in e, for atoms 1 through 5: C -0.414; C -0.253; C -0.264; N -0.738; I 0.236

# 5
Entry from the Open Molecules 2025 dataset: a structure of composition C3H5I3O in a non-equilibrium geometry (ωB97M-V/def2-TZVPD).

Geometry as XYZ:
```
12
Properties=species:S:1:pos:R:3:forces:R:3
C 1.836 -0.331 0.772 -1.988 1.555 -1.195
C -0.050 0.213 -0.683 -3.828 -1.331 2.956
C -1.812 -0.009 -0.411 3.401 1.935 -0.098
O 0.464 -0.612 0.321 1.305 -0.402 -1.447
I -2.981 1.599 -1.351 0.556 -0.945 -0.022
I -1.819 0.482 1.702 -0.626 -0.166 0.104
I -2.250 -1.964 -0.844 -0.578 -0.738 -0.284
H 1.679 -0.758 1.745 1.286 0.301 0.712
H 1.895 0.776 0.651 0.281 -0.467 1.170
H 2.697 -0.662 0.173 -0.629 -0.870 0.015
H 0.327 0.042 -1.623 0.331 -0.923 -2.485
H 0.014 1.225 -0.451 0.489 2.051 0.575
```
Forces are in eV/Å.

Results
Energy in eV: -29538.7911
HOMO energy in hartree: -0.32739
Relative energy (zero: lowest compared OMol25 entry of this formula, charge and spin) in kcal per mole: 30.38
Kohn-Sham gap in eV: 8.241
Maximum force in eV Å⁻¹: 5.02

Results of the natural (NBO) charge analysis, in e, for atoms 1 through 5: C -0.251; C -0.044; C -0.700; O -0.577; I 0.192

# 6
Entry from the Open Molecules 2025 dataset: a structure of composition C3H5I3O in a non-equilibrium geometry (ωB97M-V/def2-TZVPD).

Geometry as XYZ:
```
12
Properties=species:S:1:pos:R:3:forces:R:3
C 1.756 -0.607 0.432 -3.215 -1.842 0.466
C -0.208 0.494 -0.462 -0.106 1.435 4.816
C -1.661 0.238 -0.034 0.359 0.584 -1.461
O 0.547 0.103 0.770 0.172 0.206 -2.112
I -2.777 0.607 -1.909 0.114 -0.203 0.757
I -2.067 1.778 1.414 -0.328 -0.382 -0.050
I -1.914 -1.755 0.699 -0.157 0.355 -0.193
H 2.234 -0.868 1.315 0.869 -0.140 1.844
H 2.342 -0.026 -0.138 2.333 2.158 -2.081
H 1.606 -1.578 -0.085 -0.477 0.505 0.014
H 0.197 0.060 -1.275 0.712 -2.662 -2.739
H -0.055 1.555 -0.727 -0.276 -0.015 0.739
```
Forces are in eV/Å.

Results
Energy in eV: -29539.5797
HOMO energy in hartree: -0.33869
Relative energy (zero: lowest compared OMol25 entry of this formula, charge and spin) in kcal per mole: 12.19
Kohn-Sham gap in eV: 8.423
Maximum force in eV Å⁻¹: 5.03

Results of the natural (NBO) charge analysis, in e, for atoms 1 through 5: C -0.237; C -0.199; C -0.567; O -0.559; I 0.163

Which formula does entry 4 have?
C3H5I3N